Record 1
C16H14MoN2O2Se4 | ωB97M-V/def2-TZVPD

The total energy is -287136.979 eV. For the LUMO energy (spin up / spin down), the calculation gives -0.75 / -0.77 eV. Its HOMO energy (spin up / spin down) is -6.525 / -6.523 eV. The value obtained for the frontier orbital gap (spin up / spin down) is 5.78 / 5.76 eV. The energy relative to the best compared isomer or geometry (same formula, charge and spin) is 30.98 kJ/mol.

Last column: Mulliken charge in e.
Geometry (Å):
Mo 0.151 0.084 -0.263  1.244
Se -0.680 0.261 -2.564  -0.029
Se 0.876 3.578 -1.782  -0.283
Se -0.964 2.534 -2.932  -0.182
Se 2.071 1.677 -1.256  -0.039
O 1.897 -0.838 -0.454  -0.500
O -0.078 1.739 0.722  -0.381
N -1.949 0.034 0.317  0.121
N -0.410 -2.030 -0.359  0.112
C -2.707 0.913 0.886  -0.066
C 3.699 -4.503 -0.931  -0.674
C -1.820 -2.332 -0.051  -0.828
C -2.271 2.121 1.499  0.397
C -1.361 4.441 2.703  -0.406
C 2.460 -2.020 -0.578  0.448
C 1.697 -3.182 -0.705  0.378
C 3.859 -2.106 -0.632  -0.718
C -2.671 -1.110 -0.243  -1.005
C 2.329 -4.423 -0.882  -0.670
C -3.169 2.950 2.197  -0.765
C -0.469 3.652 2.020  -0.624
C 0.276 -3.098 -0.585  -0.035
C -2.721 4.097 2.797  -0.660
C 4.460 -3.332 -0.803  -0.431
C -0.922 2.472 1.406  0.424
H -4.213 2.664 2.254  0.362
H 4.430 -1.192 -0.548  0.443
H -3.776 0.707 0.932  0.267
H -0.264 -4.044 -0.644  0.251
H -2.864 -0.913 -1.299  0.182
H -2.172 -3.148 -0.685  0.454
H 5.540 -3.392 -0.846  0.385
H -3.405 4.738 3.335  0.403
H 1.719 -5.314 -0.972  0.358
H 0.575 3.913 1.915  0.463
H 4.189 -5.457 -1.065  0.402
H -1.875 -2.658 0.990  0.305
H -3.623 -1.250 0.274  0.509
H -1.012 5.354 3.169  0.389



Record 2
C17H29AlN2O4PS | ωB97M-V/def2-TZVPD

The total energy is -55983.460 eV. Its charge is -1. For the LUMO energy, the calculation gives 0.86 eV. Its HOMO energy is -4.022 eV. The value obtained for the frontier orbital gap is 4.88 eV.

Last column: Mulliken charge in e.
Geometry (Å):
S -1.645 -4.321 -0.711  -0.537
P -2.146 -2.590 0.024  0.197
Al -2.125 -2.455 2.340  0.094
O -0.982 0.413 -3.382  -0.597
O -1.095 1.841 -1.721  -0.512
O 3.708 0.994 0.940  -0.331
O 4.993 -1.106 0.473  -0.570
N -0.626 -3.297 3.200  -0.293
N -1.222 1.536 -2.916  0.982
C 0.546 -5.205 1.870  -0.946
C 0.386 -3.604 2.325  0.060
C -2.343 4.864 -4.256  -0.500
C 4.441 -0.682 2.942  -0.814
C -2.277 3.271 -6.079  -0.402
C -1.033 0.394 2.999  -0.227
C 0.562 0.605 0.903  0.757
C 4.374 -0.260 1.330  0.728
C -1.682 2.577 -3.843  -0.025
C -0.700 1.333 1.655  -0.530
C -1.859 2.271 -5.199  -0.377
C -2.415 -0.478 2.855  -0.740
C -1.929 3.871 -3.365  -0.122
C 1.415 1.571 -0.114  -0.409
C 2.905 0.832 -0.293  -0.367
C -2.513 4.563 -5.608  -0.390
C 1.500 -2.572 1.707  0.224
H -3.437 -3.240 2.858  -0.334
H 4.793 -1.805 3.030  0.268
H -0.307 2.399 2.017  0.332
H -2.414 3.044 -7.134  0.358
H -3.026 -0.464 3.855  0.203
H -1.647 1.429 0.961  0.103
H 3.391 -0.559 3.463  0.218
H 5.267 -0.025 3.499  0.308
H -1.396 -1.520 -0.648  -0.034
H 0.866 -5.176 0.727  0.248
H -1.161 1.153 3.901  0.348
H -1.676 1.269 -5.582  0.429
H 0.153 -0.288 0.265  -0.520
H 1.246 -2.135 0.652  0.006
H -3.113 -0.010 2.010  0.179
H 1.723 -1.741 2.528  -0.379
H 3.456 1.179 -1.267  0.321
H -1.801 4.122 -2.314  0.435
H -3.540 -2.366 -0.387  0.056
H -0.477 -5.771 1.919  0.201
H 0.940 1.609 -1.202  0.007
H 1.307 0.252 1.748  -0.092
H 1.427 -5.724 2.441  0.320
H 1.530 2.659 0.347  0.312
H -2.831 5.342 -6.300  0.360
H 2.517 -3.191 1.623  0.401
H -2.531 5.873 -3.896  0.353
H -0.157 -0.357 3.251  0.057
H 2.657 -0.322 -0.446  0.181



Record 3
C18H18BF4OTi | ωB97M-V/def2-TZVPD

The total energy is -55671.018 eV. Its charge is -1. For the LUMO energy (spin up / spin down), the calculation gives 2.91 / 2.38 eV. As for the multiplicity: 3. Its HOMO energy (spin up / spin down) is -2.058 / -3.670 eV. The value obtained for the frontier orbital gap (spin up / spin down) is 4.96 / 6.05 eV.

Last column: Mulliken charge in e.
Geometry (Å):
Ti -0.371 -0.111 1.456  1.283
F -1.091 -0.881 5.721  -0.217
F 0.967 -0.218 4.839  -0.206
F -0.704 1.316 5.350  -0.205
F -1.320 -0.115 3.054  -0.745
O -0.856 0.067 -0.189  -0.214
C -0.268 1.721 -4.754  -0.804
C -0.417 -2.336 0.898  -0.471
C -0.517 -0.898 -2.040  -0.700
C -0.325 1.147 -3.489  -0.100
C -1.718 -0.479 -1.308  -0.890
C 0.014 -0.203 -3.198  0.813
C 0.900 -0.184 -5.554  -0.561
C 0.928 1.594 2.704  -0.387
C 0.333 1.066 -5.813  -0.281
C -0.546 -2.596 2.247  -1.138
C 0.603 -2.106 2.893  -0.470
C 0.394 1.830 0.528  0.081
C -0.379 2.178 2.637  -0.410
C 0.887 -1.746 0.656  -0.457
C 0.799 -0.755 -4.245  -0.399
C 1.403 1.343 1.371  -1.250
C 1.492 -1.598 1.914  -0.926
C -0.768 2.220 1.275  -1.057
B -0.294 0.049 5.223  0.524
H -0.922 2.621 3.457  0.440
H -0.040 -1.800 -1.721  0.604
H 1.423 -0.686 -6.377  0.331
H -2.388 -1.259 -0.824  0.261
H 0.351 1.497 -6.814  0.346
H 2.486 -1.238 2.091  0.504
H 1.304 -1.750 -4.180  0.269
H -0.671 2.709 -4.931  0.358
H -1.394 -3.053 2.732  0.405
H 1.518 1.561 3.609  0.586
H -1.727 2.477 0.893  0.447
H 0.537 1.956 -0.544  0.500
H -1.091 -2.647 0.147  0.670
H 1.335 -1.504 -0.268  0.456
H 2.358 0.934 1.139  0.585
H -0.786 1.725 -2.668  0.249
H 0.820 -2.176 3.933  0.835
H -2.257 0.328 -1.848  0.344



Record 4
C44H70F6N4O9 | ωB97M-V/def2-TZVPD

The total energy is -87452.322 eV. For the LUMO energy, the calculation gives 0.43 eV. As for the SMILES: CCOC(=O)C(F)(F)F.CCOC(=O)C(F)(F)F.c1cc[nH]c1.c1cc[nH]c1.c1cc[nH]c1.c1cc[nH]c1.C1CCOC1.C1CCOC1.C1CCOC1.C1CCOC1.C1CCOC1. Its HOMO energy is -8.115 eV. The value obtained for the frontier orbital gap is 8.54 eV.

Last column: Mulliken charge in e.
Geometry (Å):
F -5.183 -2.160 1.287  -0.307
F -0.211 8.160 5.038  -0.245
F -1.848 7.112 5.981  -0.266
F -3.167 -2.755 0.776  -0.212
F -3.521 -1.223 2.329  -0.262
F -2.128 8.248 4.159  -0.263
O 3.118 0.922 4.779  -0.410
O 0.077 5.792 3.728  -0.467
O 0.089 -0.857 -1.253  0.370
O -4.721 -1.009 -4.466  -0.536
O 1.688 -2.709 3.276  -0.371
O -2.737 2.317 -2.889  -0.332
O -4.958 -3.056 3.708  -0.251
O -3.252 -4.329 2.961  -0.540
O -2.159 5.510 3.820  -0.309
N 1.062 0.335 -5.572  0.129
N 5.216 -4.068 -1.351  0.009
N 2.879 2.134 -3.534  0.135
N 0.805 -2.145 -3.744  0.444
C -2.310 4.466 2.818  -0.260
C 2.009 1.124 3.881  0.995
C 2.132 -1.948 -3.887  0.236
C 0.692 2.359 -6.482  -0.860
C 1.269 -4.009 2.893  -0.008
C -3.472 3.207 -0.795  -0.949
C 3.348 -3.517 -0.384  0.178
C 0.340 -2.788 -4.866  -0.741
C 3.427 2.675 -1.477  -0.512
C 0.055 0.899 -4.875  0.272
C 1.495 1.267 -6.545  -0.961
C 3.497 2.248 5.194  -0.617
C 3.369 3.115 3.943  -0.478
C -1.288 7.401 4.779  0.859
C -2.885 -1.519 -3.206  0.223
C 2.383 -4.976 3.222  -0.811
C 3.633 -4.031 3.151  -0.226
C 2.553 -2.402 -5.092  -1.064
C -5.134 -3.998 4.778  -0.249
C -5.036 -0.615 -3.115  -0.707
C 2.654 3.065 -2.530  -0.857
C -3.318 -0.919 -4.598  -0.345
C -3.842 -0.849 -2.224  0.897
C -3.420 3.386 -2.380  -0.709
C -6.455 -3.590 5.427  -1.172
C 1.380 -2.943 -5.733  -0.401
C -1.835 3.061 3.218  -0.342
C 2.566 2.280 2.976  -0.062
C 4.190 -2.395 -0.311  -0.011
C 3.801 1.266 -3.156  -0.525
C -0.244 2.101 -5.473  -0.559
C -2.201 2.366 -0.531  0.523
C 1.130 0.599 0.269  1.620
C -0.359 -1.254 0.045  -0.187
C 3.952 -4.495 -1.073  -1.424
C 1.295 -0.024 -1.100  0.310
C -1.651 2.078 -1.924  -0.030
C -4.020 -3.421 2.894  0.011
C 4.225 1.577 -1.895  -0.707
C -3.955 -2.384 1.784  1.313
C -1.013 6.108 3.988  0.326
C 5.373 -2.775 -0.911  -0.985
C 3.033 -2.740 3.772  -0.324
C 0.498 -0.590 1.081  0.093
H 4.369 3.394 3.555  0.341
H -1.156 1.109 -2.040  -1.027
H -0.989 2.833 -5.218  0.544
H 3.658 -5.512 -1.207  0.486
H -0.076 -0.214 1.914  0.585
H -4.001 -1.463 -1.354  -0.006
H 0.445 -4.352 3.547  0.244
H 1.204 -1.277 1.503  -0.657
H 2.336 2.116 -4.343  0.349
H -1.345 -0.861 0.101  -0.322
H 4.452 -4.401 3.756  0.493
H -2.952 4.370 -2.654  0.302
H -0.906 2.804 -2.149  0.773
H 4.496 2.194 5.609  0.290
H 2.440 -5.780 2.501  0.345
H -5.896 -1.213 -2.808  0.357
H 2.844 2.620 5.968  0.334
H 3.484 -1.782 3.449  0.171
H 2.261 0.992 -7.272  0.374
H 0.341 1.400 0.227  -1.082
H -3.077 -1.326 -5.563  0.386
H 1.990 3.871 -2.776  0.513
H -3.068 0.114 -4.585  0.204
H 0.552 3.151 -7.152  0.535
H -6.638 -4.259 6.275  0.392
H 1.374 -3.562 -6.602  0.508
H -0.697 -2.906 -5.052  0.346
H 1.922 0.231 3.311  -0.887
H -1.780 2.448 2.331  0.016
H -4.313 -3.874 5.473  0.306
H 3.171 1.839 2.233  0.106
H -1.868 -1.161 -2.934  -0.469
H 4.069 -1.354 0.008  0.324
H 2.771 -1.586 -3.066  -0.109
H -4.361 2.652 -0.537  0.385
H 3.953 -3.848 2.122  -0.203
H 0.263 -2.016 -2.873  -0.004
H -4.430 3.355 -2.744  0.432
H 2.093 -0.713 -1.243  -0.596
H -3.543 4.209 -0.344  0.295
H 2.271 -5.422 4.224  0.321
H -5.129 -4.990 4.380  0.373
H 2.084 0.963 0.621  0.098
H 3.540 -2.286 -5.466  0.490
H -2.938 -2.610 -3.233  0.406
H -1.831 4.836 1.857  0.294
H -2.450 2.584 4.050  0.330
H 1.121 1.417 4.434  0.136
H 2.824 3.969 4.293  0.143
H 3.446 3.191 -0.560  0.639
H 6.243 -2.154 -1.103  0.431
H -1.486 2.891 0.111  0.585
H -7.308 -3.795 4.783  0.319
H -6.455 -2.518 5.713  0.297
H -0.844 3.166 3.620  0.089
H -3.400 4.404 2.616  0.292
H -3.473 0.107 -1.850  -0.730
H 1.013 -3.978 1.801  -0.011
H 4.956 1.113 -1.274  0.586
H -0.384 -2.373 0.084  0.114
H -0.462 0.294 -4.163  0.029
H 4.024 0.415 -3.807  0.496
H 1.773 2.827 2.433  0.246
H 1.449 -0.592 -5.508  0.508
H 3.115 -2.800 4.830  0.382
H -5.354 0.424 -3.092  0.251
H -2.416 1.405 -0.030  -0.286
H 5.945 -4.560 -1.885  0.229
H 2.430 -3.515 0.114  0.774
H 1.397 0.660 -1.940  -0.295



Record 5
C16H16F5PtSSi2 | ωB97M-V/def2-TZVPD

The total energy is -60271.088 eV. Its charge is +1. For the LUMO energy, the calculation gives -4.32 eV. Its HOMO energy is -11.638 eV. The value obtained for the frontier orbital gap is 7.32 eV. The energy relative to the best compared isomer or geometry (same formula, charge and spin) is 0.00 kJ/mol.

Last column: Mulliken charge in e.
Geometry (Å):
Pt -0.671 0.285 -0.850  0.617
S -1.278 -1.850 -0.663  -0.447
Si 1.521 -0.376 -1.496  0.335
Si 0.371 1.473 0.792  0.323
F -3.023 0.696 -0.260  -0.370
F -6.858 -1.533 1.249  -0.270
F -5.551 0.767 0.600  -0.270
F -5.575 -3.915 1.025  -0.255
F -3.030 -4.006 0.165  -0.306
C -3.640 -0.482 0.051  0.432
C -4.950 -2.793 0.708  0.094
C 1.784 0.515 -3.110  -1.184
C -2.947 -1.670 -0.075  0.231
C 1.683 -2.212 -1.695  -1.293
C 2.967 1.433 1.968  -0.703
C -0.561 1.895 2.321  -1.142
C 4.815 0.302 0.935  -0.692
C 4.306 1.075 1.970  -0.612
C -0.058 2.577 -0.725  -1.176
C -4.946 -0.408 0.491  -0.223
C 2.646 0.239 -0.128  0.639
C -3.639 -2.829 0.267  0.273
C 2.140 1.029 0.920  0.413
C -5.609 -1.578 0.822  0.702
C 3.993 -0.118 -0.103  -0.531
H 0.906 3.046 -0.930  0.446
H 1.763 1.601 -3.006  0.397
H 1.051 0.217 -3.861  0.388
H 2.705 -2.423 -2.024  0.393
H 2.574 2.030 2.784  0.381
H -0.517 1.073 3.037  0.371
H -0.335 2.195 -1.740  0.414
H 4.415 -0.737 -0.887  0.359
H 4.951 1.390 2.778  0.416
H 1.518 -2.749 -0.761  0.403
H 1.005 -2.604 -2.454  0.426
H -1.605 2.117 2.098  0.393
H -0.120 2.774 2.801  0.390
H -0.836 3.293 -0.467  0.460
H 5.858 0.016 0.942  0.405
H 2.774 0.246 -3.492  0.371